(1)
{
  "formula": "C43H54N3O3SZr",
  "method": "ωB97M-V/def2-TZVPD",
  "symbols": ["Zr", "S", "O", "O", "O", "N", "N", "N", "C", "C", "C", "C", "C", "C", "C", "C", "C", "C", "C", "C", "C", "C", "C", "C", "C", "C", "C", "C", "C", "C", "C", "C", "C", "C", "C", "C", "C", "C", "C", "C", "C", "C", "C", "C", "C", "C", "C", "C", "C", "C", "C", "H", "H", "H", "H", "H", "H", "H", "H", "H", "H", "H", "H", "H", "H", "H", "H", "H", "H", "H", "H", "H", "H", "H", "H", "H", "H", "H", "H", "H", "H", "H", "H", "H", "H", "H", "H", "H", "H", "H", "H", "H", "H", "H", "H", "H", "H", "H", "H", "H", "H", "H", "H", "H", "H"],
  "coordinates": [[-0.15, 0.36, -1.92], [1.19, -2.25, -1.98], [1.76, 0.53, -1.60], [0.04, -1.54, -1.22], [-2.02, 0.44, -1.43], [1.10, 3.20, -2.94], [-0.09, 0.88, 0.15], [0.02, 2.46, -2.61], [-3.21, 1.95, 3.90], [-0.82, -0.77, -5.23], [2.17, 0.45, -0.35], [-2.40, 0.77, -0.21], [4.45, -0.69, 4.10], [1.12, 0.60, 0.68], [-0.98, -5.64, -2.22], [4.74, 1.62, -1.61], [0.70, -3.95, -2.07], [-5.77, -0.56, 0.11], [-4.01, 0.80, 4.56], [0.08, -0.98, -6.26], [1.66, -1.94, -4.71], [-0.64, -4.30, -2.20], [-1.30, 1.04, 0.73], [-3.73, 0.84, 0.25], [2.13, -1.58, 4.27], [3.50, 0.20, 0.06], [-4.99, 0.57, -0.58], [2.59, 0.84, 4.73], [1.34, -6.25, -1.98], [-0.49, -1.13, -3.92], [-5.84, 1.85, -0.61], [3.70, -0.02, 1.41], [-3.89, 1.19, 1.58], [2.68, -0.02, 2.40], [0.96, 4.48, -2.59], [-0.81, 3.33, -1.99], [6.01, 0.05, -0.17], [-1.97, 2.23, 4.76], [1.42, 0.32, 2.02], [-1.56, 1.43, 2.05], [0.01, -6.61, -2.11], [1.31, -1.58, -6.00], [0.77, -1.72, -3.67], [2.97, -0.37, 3.86], [-0.27, 4.60, -1.96], [4.69, 0.24, -0.92], [-4.75, 0.14, -2.03], [-2.85, 1.52, 2.50], [4.59, -0.86, -1.98], [-4.08, 3.21, 3.84], [1.70, -4.91, -1.95], [-5.15, -1.45, 0.21], [1.52, 1.04, 4.71], [4.71, -0.21, 1.74], [-0.19, -0.72, -7.27], [5.50, -0.86, -2.58], [2.87, 0.64, 5.77], [1.71, 5.22, -2.80], [1.06, -1.40, 4.16], [3.12, 1.74, 4.41], [-5.30, 2.67, -1.09], [2.61, -2.42, -4.51], [4.50, -1.85, -1.52], [-4.34, 3.51, 4.86], [-5.02, 3.05, 3.30], [-6.13, -0.27, 1.10], [-5.72, -0.04, -2.50], [-3.55, 4.04, 3.37], [4.59, -0.94, 5.15], [1.88, 2.80, -3.44], [-6.13, 2.17, 0.40], [-6.65, -0.82, -0.49], [-1.29, -1.17, -3.17], [4.79, 2.42, -0.86], [2.39, -2.46, 3.68], [5.62, 1.68, -2.24], [-1.37, 3.05, 4.35], [-1.40, -3.53, -2.27], [6.07, -0.94, 0.29], [2.11, -7.01, -1.89], [3.86, 1.78, -2.23], [6.83, 0.14, -0.87], [-0.70, 5.50, -1.56], [-0.27, -7.65, -2.11], [-4.95, 0.61, 4.05], [1.98, -1.79, -6.82], [-6.75, 1.67, -1.17], [-2.29, 2.53, 5.75], [2.32, -1.81, 5.32], [-1.35, 1.34, 4.86], [-4.90, 1.25, 1.95], [-4.18, -0.79, -2.09], [-4.25, 0.92, -2.62], [0.62, 0.31, 2.75], [6.14, 0.81, 0.60], [-0.74, 1.73, 2.69], [-1.78, 3.01, -1.63], [3.75, -0.70, -2.65], [-3.42, -0.12, 4.58], [5.10, 0.16, 3.88], [4.78, -1.56, 3.52], [2.74, -4.62, -1.84], [-4.24, 1.09, 5.59], [-1.80, -0.36, -5.44], [-2.02, -5.92, -2.32]],
  "energy_ha": -2505.35298,
  "total_charge": 3,
  "relative_energy_kcal_mol": 33.26,
  "orbital_gap_ev": 5.11
}


(2)
{
  "formula": "C5H11N",
  "method": "ωB97M-V/def2-TZVPD",
  "symbols": ["N", "C", "C", "C", "C", "C", "H", "H", "H", "H", "H", "H", "H", "H", "H", "H", "H"],
  "coordinates": [[0.25, -0.47, 2.54], [0.34, -0.72, -1.36], [0.32, 0.61, -0.73], [0.34, -1.21, 1.28], [-0.56, 1.71, -1.29], [-0.29, -0.62, -0.01], [-1.42, -0.76, 0.00], [-0.70, -0.40, 2.87], [-0.91, 2.37, -0.44], [0.00, 2.32, -2.07], [-0.39, -0.89, -2.17], [1.32, -1.23, -1.43], [1.43, -1.36, 1.17], [1.28, 0.97, -0.35], [-0.15, -2.18, 1.44], [0.62, 0.49, 2.37], [-1.47, 1.36, -1.83]],
  "energy_ha": -251.81990,
  "smiles": "C[C@@H]1C[C@H]1CN",
  "total_charge": 0,
  "relative_energy_kcal_mol": 26.75,
  "orbital_gap_ev": 10.45
}


(3)
{
  "formula": "C4H6FeLiO",
  "method": "ωB97M-V/def2-TZVPD",
  "symbols": ["Fe", "O", "C", "C", "C", "C", "Li", "H", "H", "H", "H", "H", "H"],
  "coordinates": [[-1.15, 4.34, -0.75], [-2.88, 4.58, -0.68], [-2.14, -1.30, -0.47], [-4.01, 2.79, 0.43], [-3.95, 3.94, -0.23], [-2.50, -0.38, 0.44], [-4.46, -0.71, -1.03], [-2.96, -0.67, 1.39], [-2.30, -2.37, -0.29], [-2.26, 0.67, 0.27], [-4.82, 2.19, 0.82], [-1.65, -1.02, -1.40], [-4.91, 4.43, -0.46]],
  "energy_ha": -1501.67479,
  "total_charge": 2,
  "spin_multiplicity": 6,
  "orbital_gap_ev": [7.33, 6.41]
}


Repeat the third record exactly.
{
  "formula": "C4H6FeLiO",
  "method": "ωB97M-V/def2-TZVPD",
  "symbols": ["Fe", "O", "C", "C", "C", "C", "Li", "H", "H", "H", "H", "H", "H"],
  "coordinates": [[-1.15, 4.34, -0.75], [-2.88, 4.58, -0.68], [-2.14, -1.30, -0.47], [-4.01, 2.79, 0.43], [-3.95, 3.94, -0.23], [-2.50, -0.38, 0.44], [-4.46, -0.71, -1.03], [-2.96, -0.67, 1.39], [-2.30, -2.37, -0.29], [-2.26, 0.67, 0.27], [-4.82, 2.19, 0.82], [-1.65, -1.02, -1.40], [-4.91, 4.43, -0.46]],
  "energy_ha": -1501.67479,
  "total_charge": 2,
  "spin_multiplicity": 6,
  "orbital_gap_ev": [7.33, 6.41]
}


Which formula does entry 3 have?
C4H6FeLiO


Number 1 is which compound?
C43H54N3O3SZr


Number 2 is which compound?
C5H11N